(1)
Computed, not measured: a structure of composition C42H39BEuN10O5, with ωB97M-V/def2-TZVPD.

**HOMO energy (spin up / spin down)**: -7.93 / -10.82 eV
**Total charge**: +1
**E_tot**: -89327.5563 eV
**Expectation value of S²**: 12.034
**2S+1**: 7

Each line ends with the Löwdin charge.
Cartesian coordinates (Å):
Eu  0.15  0.18  -0.47  2.05
O  0.48  -1.86  3.60  0.19
C  0.16  -1.64  2.34  -0.45
O  -0.16  -0.54  1.93  0.01
C  0.26  -2.86  1.48  -0.14
C  1.72  -3.24  1.29  -0.11
C  2.03  -4.31  0.22  -0.15
C  1.21  -4.06  -1.00  0.03
C  0.25  -3.16  -1.01  -0.15
N  -0.35  -2.56  0.17  0.00
C  -0.07  -2.31  -2.24  -0.57
O  -0.82  -2.64  -3.12  0.11
O  0.59  -1.17  -2.11  -0.22
H  0.47  -1.03  4.08  0.15
H  2.12  -3.53  2.26  0.17
H  2.08  -5.36  0.52  0.15
H  1.58  -4.42  -1.96  0.15
C  3.54  3.32  3.23  -0.01
C  3.22  2.05  2.50  -0.25
C  3.85  0.83  2.61  0.04
C  3.20  -0.02  1.69  -0.23
N  2.21  0.66  1.06  0.02
N  2.24  1.92  1.58  0.03
B  1.27  3.05  1.15  -0.51
N  -0.18  2.67  1.54  0.04
N  -1.00  1.92  0.74  -0.03
C  -2.18  1.85  1.39  -0.26
C  -2.10  2.51  2.61  0.04
C  -0.83  3.03  2.66  -0.26
C  -0.22  3.87  3.74  -0.01
C  -3.42  1.26  0.85  -0.20
C  -4.11  0.31  1.60  -0.04
C  -5.38  -0.10  1.21  -0.08
C  -5.98  0.46  0.09  -0.08
C  -5.29  1.41  -0.65  -0.08
C  -4.01  1.80  -0.28  -0.03
N  1.37  3.27  -0.36  0.03
N  0.93  2.33  -1.23  -0.04
C  1.05  2.84  -2.45  -0.23
C  1.61  4.11  -2.38  0.05
C  1.79  4.35  -1.03  -0.25
C  2.34  5.57  -0.36  -0.01
C  0.55  2.09  -3.62  -0.17
C  1.17  2.19  -4.86  -0.02
C  0.67  1.49  -5.95  -0.06
C  -0.45  0.68  -5.81  -0.06
C  -1.07  0.58  -4.58  -0.06
C  -0.58  1.28  -3.49  -0.07
C  3.56  -1.40  1.45  -0.11
C  4.67  -1.97  2.06  -0.02
C  5.08  -3.31  1.79  -0.06
C  4.51  -4.06  0.81  -0.03
C  3.38  -3.55  -0.02  -0.17
C  2.72  -2.28  0.59  -0.14
H  4.33  3.13  3.95  0.09
H  3.90  4.09  2.54  0.09
H  2.68  3.73  3.76  0.06
H  4.68  0.60  3.26  0.11
H  1.58  4.05  1.73  0.11
H  -2.90  2.65  3.33  0.13
H  -0.98  4.15  4.45  0.09
H  0.56  3.32  4.27  0.08
H  0.23  4.78  3.33  0.08
H  -3.66  -0.08  2.51  0.12
H  -5.92  -0.84  1.80  0.11
H  -6.98  0.17  -0.19  0.11
H  -5.77  1.88  -1.51  0.11
H  -3.49  2.57  -0.84  0.12
H  1.82  4.79  -3.20  0.12
H  2.66  6.29  -1.12  0.09
H  1.60  6.05  0.27  0.09
H  3.21  5.33  0.26  0.08
H  2.05  2.81  -4.96  0.12
H  1.17  1.57  -6.91  0.11
H  -0.83  0.13  -6.66  0.11
H  -1.95  -0.05  -4.46  0.09
H  -1.12  1.25  -2.55  0.07
H  5.29  -1.39  2.74  0.10
H  5.92  -3.71  2.36  0.11
H  4.89  -5.05  0.57  0.12
H  3.67  -3.49  -1.07  0.16
H  2.24  -1.69  -0.19  0.11
C  -3.88  -1.62  -2.68  0.03
N  -3.51  -2.34  -1.44  -0.01
C  -4.17  -3.49  -1.06  -0.03
C  -3.65  -4.34  -0.17  0.01
C  -2.29  -4.16  0.31  -0.33
N  -1.76  -2.85  0.06  0.12
C  -2.40  -1.94  -0.78  -0.41
O  -1.94  -0.81  -0.96  -0.06
N  -1.57  -5.06  0.84  0.17
H  -4.77  -2.10  -3.08  0.10
H  -3.07  -1.71  -3.39  0.08
H  -4.09  -0.58  -2.47  0.08
H  -5.12  -3.66  -1.53  0.14
H  -4.18  -5.24  0.12  0.12
H  -2.09  -5.93  0.93  0.08
H  -0.24  -3.69  1.95  0.14

(2)
Computed, not measured: a cluster of 2 separate species, C5H10O2 in total, with ωB97M-V/def2-TZVPD.

**HOMO energy**: -8.68 eV
**E_tot**: -9439.1610 eV
**ΔE to the lowest compared entry with this formula, charge and spin**: 3.8820 eV
**SMILES**: C=C/C=C/CO.O

Each line ends with the natural charge from an NBO analysis.
Cartesian coordinates (Å):
C  -1.31  -0.77  -2.22  -0.23
C  -2.24  -1.26  -3.06  -0.37
C  -0.46  0.70  1.24  -0.11
O  0.94  0.70  1.59  -0.72
C  -0.56  0.41  -0.23  -0.22
C  -1.37  -0.52  -0.79  -0.20
H  -0.30  -0.64  -2.62  0.20
H  -3.30  -0.98  -3.20  0.20
H  -1.95  -1.99  -3.81  0.20
H  -1.15  0.05  1.78  0.18
H  -0.84  1.71  1.61  0.18
H  1.34  0.51  0.74  0.48
H  -0.05  0.97  -1.02  0.20
H  -1.91  -1.15  -0.09  0.21
H  2.87  0.15  2.76  0.48
H  3.86  1.31  2.64  0.47
O  3.71  0.40  2.37  -0.95

(3)
Computed, not measured: a structure of composition C30H48BN8ReS, with ωB97M-V/def2-TZVPD.

**HOMO energy (spin up / spin down)**: -15.19 / -15.87 eV
**Total charge**: +3
**E_tot**: -57426.6806 eV
**Expectation value of S²**: 3.770
**2S+1**: 4

Each line ends with the Löwdin charge.
Cartesian coordinates (Å):
Re  -0.19  1.04  1.24  1.36
C  -1.66  2.18  6.29  0.01
C  -0.79  1.93  5.11  -0.24
C  0.54  1.46  5.27  0.07
C  0.96  1.07  4.04  -0.20
N  -0.05  1.39  3.15  -0.09
N  -1.09  1.95  3.85  0.07
B  -2.47  2.05  3.11  -0.36
N  -2.78  0.54  2.54  0.06
N  -1.91  0.05  1.57  -0.07
C  -2.59  -1.06  0.97  -0.17
C  -3.74  -1.26  1.66  0.05
C  -3.89  -0.20  2.55  -0.21
C  -5.11  0.12  3.41  0.03
C  -2.03  -1.66  -0.27  -0.56
C  -1.10  -0.77  -1.05  -0.09
C  -3.18  -2.07  -1.26  0.00
C  -1.21  -2.86  0.17  -0.04
N  -2.26  3.01  1.92  0.09
N  -1.18  2.69  1.09  -0.10
C  -1.01  3.72  0.21  -0.23
C  -1.84  4.71  0.53  0.06
C  -2.69  4.21  1.54  -0.21
C  -3.81  5.01  2.09  0.03
C  0.14  3.73  -0.74  -0.51
C  0.90  2.40  -0.51  -0.11
C  1.14  4.84  -0.36  -0.01
C  -0.35  3.82  -2.21  -0.01
C  2.07  0.24  3.53  -0.52
C  3.40  0.95  3.70  -0.02
C  2.02  -1.03  4.43  0.00
C  2.00  -0.10  2.02  -0.08
H  -1.29  1.54  7.16  0.12
H  -1.72  3.30  6.59  0.14
H  -2.70  1.83  6.10  0.09
H  1.11  1.27  6.18  0.14
H  -3.37  2.39  3.61  0.08
H  -4.41  -2.13  1.50  0.15
H  -5.19  -0.65  4.18  0.10
H  -5.01  1.06  3.93  0.06
H  -6.00  0.17  2.80  0.10
H  -1.56  0.16  -1.25  0.06
H  -0.11  -0.64  -0.48  0.07
H  -0.82  -1.25  -2.05  0.14
H  -3.52  -1.08  -1.77  0.13
H  -2.86  -2.78  -2.00  0.09
H  -4.01  -2.46  -0.68  0.07
H  -0.58  -2.70  0.98  0.06
H  -1.87  -3.72  0.45  0.12
H  -0.64  -3.37  -0.61  0.10
H  -1.94  5.70  0.10  0.15
H  -4.32  4.48  2.87  0.07
H  -3.42  5.97  2.47  0.12
H  -4.54  5.13  1.26  0.11
H  1.20  2.46  0.59  0.08
H  0.37  1.51  -0.94  0.08
H  1.89  2.35  -0.99  0.12
H  1.48  4.79  0.64  0.08
H  2.05  4.77  -1.04  0.12
H  0.69  5.82  -0.61  0.11
H  -0.70  2.88  -2.69  0.09
H  -1.10  4.60  -2.37  0.10
H  0.54  4.12  -2.85  0.11
H  3.58  1.30  4.69  0.09
H  4.25  0.32  3.50  0.10
H  3.41  1.71  2.90  0.10
H  2.23  -0.69  5.42  0.08
H  1.08  -1.60  4.47  0.11
H  2.83  -1.69  4.09  0.10
H  2.35  0.68  1.37  0.06
H  2.67  -0.96  1.79  0.14
H  1.02  -0.58  1.73  0.05
C  6.08  -4.19  -7.30  0.02
C  4.61  -4.51  -7.23  -0.23
C  4.07  -5.77  -7.20  0.07
C  2.70  -5.87  -6.98  -0.29
N  1.87  -4.88  -7.03  0.13
C  2.35  -3.66  -7.09  -0.72
S  1.31  -2.32  -6.90  0.92
N  3.73  -3.48  -7.22  0.15
C  2.12  -7.21  -6.80  0.00
H  6.56  -4.79  -8.11  0.12
H  6.55  -4.38  -6.31  0.12
H  6.25  -3.13  -7.61  0.10
H  4.66  -6.69  -7.29  0.16
H  4.11  -2.57  -7.25  0.14
H  1.06  -7.14  -6.70  0.09
H  2.48  -7.77  -5.92  0.12
H  2.15  -7.76  -7.71  0.10

(4)
Computed, not measured: a structure of composition C8H14ClFeN2O2, with ωB97M-V/def2-TZVPD.

**HOMO energy (spin up / spin down)**: -3.59 / -4.42 eV
**Total charge**: -1
**E_tot**: -62507.5235 eV
**Expectation value of S²**: 6.018
**ΔE to the lowest compared entry with this formula, charge and spin**: 0.0000 eV
**2S+1**: 5

Each line ends with the natural charge from an NBO analysis.
Cartesian coordinates (Å):
C  -1.55  0.41  -3.09  -1.31
Fe  0.35  0.91  -2.36  1.21
N  1.71  0.17  -0.73  -1.16
N  1.44  -0.39  -3.69  -1.12
H  1.18  -0.73  -0.55  0.44
H  1.64  1.78  -2.13  -0.59
H  -2.19  1.16  -2.58  0.19
H  -1.97  -0.60  -2.98  0.21
H  -1.53  0.67  -4.17  0.17
H  1.59  -1.28  -3.17  0.39
H  2.34  0.07  -3.88  0.39
H  0.97  -0.60  -4.58  0.39
H  2.69  0.04  -0.99  0.37
H  1.68  0.73  0.12  0.39
Cl  0.56  1.71  5.29  -0.03
C  -0.06  0.84  3.95  -0.09
C  -0.38  -0.52  4.12  -0.24
C  -0.81  -1.26  3.01  -0.19
C  -0.88  -0.64  1.77  -0.08
C  -0.67  0.73  1.62  -0.22
C  -0.21  1.48  2.71  -0.23
C  -1.17  -1.50  0.55  0.76
O  -2.28  -2.04  0.65  -0.72
O  -0.30  -1.55  -0.36  -0.80
H  -0.28  -1.01  5.09  0.21
H  -1.07  -2.30  3.14  0.23
H  -0.85  1.19  0.65  0.23
H  0.04  2.53  2.60  0.22

(5)
Computed, not measured: the ion C7H7ClN3S with charge +1, with ωB97M-V/def2-TZVPD.

**HOMO energy**: -13.38 eV
**Total charge**: +1
**E_tot**: -35189.2793 eV
**ΔE to the lowest compared entry with this formula, charge and spin**: 0.0635 eV
**SMILES**: CC(=N/C(C=S)=C\C#N)/[NH+]=C/Cl

Each line ends with the natural charge from an NBO analysis.
Cartesian coordinates (Å):
C  0.35  0.70  2.02  0.19
C  1.18  0.74  -0.20  0.31
C  -1.06  0.13  -0.58  0.59
C  2.38  1.04  -0.95  -0.37
C  1.26  0.16  1.11  -0.33
C  0.20  -1.68  0.49  0.06
C  -2.46  0.56  -0.86  -0.72
N  -0.45  0.92  2.82  -0.21
N  0.02  0.85  -0.71  -0.41
N  -0.89  -1.20  -0.18  -0.63
S  3.86  0.48  -0.68  0.30
Cl  1.38  -2.57  -0.45  0.09
H  2.02  1.70  -1.70  0.23
H  2.13  -0.24  1.65  0.31
H  0.29  -1.79  1.63  0.29
H  -2.63  1.61  -0.82  0.29
H  -3.20  -0.09  -0.27  0.27
H  -2.77  0.55  -1.94  0.30
H  -1.62  -1.86  -0.39  0.45

(6)
Computed, not measured: a cluster of 6 separate species, C44H76Cl2FNO29P3S in total, with ωB97M-V/def2-TZVPD.

**HOMO energy**: -11.70 eV
**Total charge**: +1
**E_tot**: -174185.2466 eV
**ΔE to the lowest compared entry with this formula, charge and spin**: 0.0000 eV

Each line ends with the Löwdin charge.
Cartesian coordinates (Å):
C  -0.33  -4.32  3.05  -0.04
O  -0.88  -3.58  1.96  -0.15
C  -0.01  -2.59  1.53  -0.19
C  -0.07  -2.39  -0.02  -0.36
C  0.75  -3.59  -0.59  -0.11
C  0.19  -4.21  -1.87  -0.76
O  -0.25  -3.69  -2.85  -0.03
Cl  0.27  -6.00  -1.89  0.73
O  -1.37  -2.67  -0.48  -0.10
C  -2.43  -1.74  -0.36  -0.40
P  -3.45  -2.02  -1.98  1.02
P  -3.60  -4.17  -2.30  0.28
O  -2.65  -5.01  -1.59  -0.30
O  -5.10  -4.57  -1.93  -0.14
O  -3.51  -4.45  -3.90  -0.15
C  -3.39  -2.23  0.76  -0.35
C  -4.85  -1.75  0.64  -0.03
F  -3.47  -3.60  0.73  0.02
C  -2.05  -0.19  -0.28  -0.33
C  -1.94  0.45  1.08  -0.05
C  -3.18  0.62  1.97  -0.14
O  -2.96  1.83  2.71  -0.04
C  -4.15  2.52  2.92  -0.30
O  -4.98  2.14  3.69  0.12
O  -2.90  0.43  -1.22  -0.08
C  -3.59  1.61  -0.93  -0.38
O  -3.07  2.64  -0.59  0.17
C  -5.08  1.58  -1.24  -0.16
C  -6.05  1.63  -0.27  -0.03
C  -7.36  1.56  -0.67  -0.05
C  -7.67  1.44  -1.99  -0.06
C  -6.71  1.42  -2.96  -0.05
C  -5.40  1.48  -2.57  -0.04
N  -0.69  -0.13  -1.03  -0.08
P  -0.22  1.52  -1.60  0.83
O  0.20  2.43  -0.53  -0.33
C  0.44  -0.97  -0.45  -0.51
Cl  1.45  -1.23  -1.95  0.87
C  1.38  -0.25  0.54  -0.16
C  2.62  0.51  0.00  -0.23
C  3.93  -0.34  -0.03  -0.21
C  5.13  0.54  0.35  -0.21
S  5.85  1.39  -1.05  0.58
O  6.04  0.46  -2.13  -0.28
O  7.09  1.96  -0.63  -0.26
O  4.84  2.54  -1.51  -0.15
H  -1.13  -4.77  3.63  0.10
H  0.34  -5.09  2.65  0.10
H  0.22  -3.65  3.71  0.08
H  -0.04  -1.65  2.10  0.12
H  1.01  -2.98  1.70  0.13
H  0.61  -4.39  0.15  0.11
H  1.83  -3.43  -0.59  0.13
H  -2.62  -1.51  -3.02  -0.05
H  -5.58  -4.78  -2.75  0.09
H  -2.77  -3.90  -4.22  0.06
H  -2.98  -2.01  1.75  0.14
H  -5.45  -2.43  0.04  0.08
H  -5.31  -1.63  1.63  0.10
H  -4.84  -0.77  0.17  0.04
H  -1.58  1.48  0.94  0.12
H  -1.17  0.00  1.71  0.12
H  -4.13  0.70  1.44  0.09
H  -3.21  -0.18  2.72  0.14
H  -4.30  3.43  2.32  0.16
H  -5.80  1.71  0.78  0.11
H  -8.12  1.57  0.10  0.11
H  -8.71  1.36  -2.28  0.12
H  -6.94  1.32  -4.01  0.12
H  -4.61  1.44  -3.31  0.13
H  -0.93  -0.64  -1.90  0.11
H  0.82  1.40  -2.54  0.04
H  -1.30  2.08  -2.32  0.06
H  1.79  -0.91  1.31  0.10
H  0.82  0.51  1.10  0.11
H  2.47  1.07  -0.92  0.07
H  2.82  1.27  0.76  0.12
H  4.08  -0.67  -1.06  0.08
H  3.87  -1.18  0.66  0.11
H  5.95  -0.09  0.74  0.12
H  4.91  1.26  1.14  0.11
H  4.63  2.35  -2.44  0.07
C  1.05  -3.27  -5.73  -0.05
C  0.79  -1.78  -5.78  -0.23
O  1.49  -1.14  -6.85  0.02
C  0.98  -1.23  -8.08  -0.61
O  -0.04  -1.78  -8.40  0.14
O  1.83  -0.58  -8.87  0.00
C  1.50  -0.59  -10.26  -0.02
H  2.13  -3.47  -5.71  0.09
H  0.60  -3.71  -4.85  0.05
H  0.65  -3.77  -6.61  0.08
H  1.17  -1.33  -4.87  0.08
H  -0.28  -1.56  -5.84  0.12
H  0.48  -0.26  -10.43  0.10
H  1.65  -1.59  -10.67  0.10
H  2.18  0.10  -10.75  0.10
C  -14.47  1.12  -0.20  -0.06
C  -13.20  0.35  0.08  -0.21
O  -12.04  1.18  -0.11  0.03
C  -11.77  2.04  0.87  -0.61
O  -12.40  2.17  1.89  0.13
O  -10.69  2.75  0.52  -0.02
C  -10.34  3.77  1.45  -0.04
H  -14.44  1.56  -1.19  0.08
H  -15.34  0.45  -0.13  0.08
H  -14.61  1.93  0.51  0.08
H  -13.10  -0.47  -0.62  0.12
H  -13.19  -0.07  1.09  0.12
H  -10.25  3.38  2.46  0.10
H  -11.09  4.57  1.43  0.10
H  -9.39  4.18  1.14  0.09
C  2.14  2.97  -6.80  -0.06
C  3.36  2.09  -6.58  -0.21
O  4.56  2.87  -6.58  0.05
C  4.80  3.53  -5.45  -0.60
O  4.12  3.50  -4.46  0.09
O  5.92  4.22  -5.61  0.02
C  6.27  5.05  -4.49  -0.02
H  2.25  3.56  -7.71  0.09
H  1.24  2.36  -6.89  0.07
H  2.01  3.67  -5.97  0.07
H  3.45  1.38  -7.40  0.12
H  3.28  1.52  -5.66  0.12
H  6.30  4.47  -3.57  0.09
H  5.56  5.87  -4.40  0.10
H  7.26  5.45  -4.68  0.10
C  7.36  -1.11  5.19  -0.06
C  6.75  -2.43  4.75  -0.20
O  5.41  -2.58  5.25  0.05
C  4.47  -1.91  4.61  -0.61
O  4.63  -1.20  3.64  0.10
O  3.30  -2.14  5.21  0.02
C  2.22  -1.39  4.66  -0.05
H  7.30  -1.01  6.27  0.08
H  8.40  -1.05  4.88  0.09
H  6.82  -0.27  4.75  0.08
H  7.32  -3.26  5.17  0.13
H  6.76  -2.54  3.67  0.12
H  2.16  -1.54  3.58  0.07
H  2.34  -0.33  4.89  0.11
H  1.30  -1.74  5.11  0.09
C  11.41  1.46  10.25  -0.06
C  11.06  2.12  8.93  -0.21
O  9.90  1.52  8.34  0.04
C  8.73  1.88  8.86  -0.61
O  8.57  2.65  9.76  0.13
O  7.77  1.21  8.22  -0.01
C  6.46  1.44  8.74  -0.04
H  11.52  0.38  10.12  0.08
H  12.34  1.86  10.64  0.08
H  10.63  1.61  10.99  0.08
H  11.87  1.98  8.22  0.12
H  10.91  3.19  9.05  0.12
H  6.24  2.50  8.80  0.10
H  6.37  0.98  9.73  0.10
H  5.76  0.96  8.06  0.09